Below is one molecule with the formula C5H6N2, with properties calculated with ωB97M-V/def2-TZVPD.

## Properties
Largest force on an atom = 0.906 eV Å⁻¹
Molar mass = 94.1 g/mol
E_HOMO = -9.7 eV

ORCA input file:
```
! RIJCOSX wB97M-V def2-TZVPD def2/J DEFGRID3
* xyz 0 1
N 1.94 -0.34 0.87
C 1.86 0.86 0.87
C 1.14 0.35 -0.55
C 0.01 -0.54 -0.88
C -0.86 -0.86 0.31
C -0.99 0.66 0.48
N -0.19 0.93 -0.76
H 1.84 0.59 -1.34
H -0.01 -1.04 -1.85
H -1.80 -1.34 0.03
H -0.38 -1.42 1.12
H -2.00 1.05 0.33
H -0.56 1.12 1.37
*
```

Mulliken atomic charges, in units of e: N -0.207; C -0.386; C 0.378; C -0.229; C -0.649; C -0.384; N -0.515; H 0.461; H 0.352; H 0.291; H 0.287; H 0.316; H 0.285